{
  "formula": "C20H25Br2GeMoN2O2Se",
  "method": "the ωB97M-V functional and the def2-TZVPD basis",
  "symbols": ["Mo", "C", "C", "C", "C", "C", "C", "Br", "C", "C", "Br", "C", "O", "C", "N", "H", "H", "H", "H", "H", "H", "O", "N", "C", "C", "C", "C", "C", "H", "H", "H", "H", "H", "C", "Ge", "C", "C", "C", "Se", "C", "H", "H", "H", "H", "H", "H", "H", "H", "H", "H", "H", "H", "H", "H"],
  "coordinates": [[-0.584, -1.723, -0.440], [-2.185, -2.541, 2.394], [-0.706, -2.609, 2.554], [-0.128, -2.982, 3.775], [1.237, -3.079, 3.929], [2.060, -2.833, 2.816], [3.478, -2.925, 2.772], [4.437, -3.393, 4.330], [4.171, -2.708, 1.594], [3.502, -2.394, 0.414], [4.428, -2.115, -1.208], [2.105, -2.257, 0.408], [1.367, -1.905, -0.604], [1.402, -2.478, 1.616], [0.052, -2.332, 1.487], [-2.693, -2.783, 3.322], [-2.495, -3.267, 1.635], [-2.504, -1.541, 2.087], [-0.774, -3.204, 4.608], [1.657, -3.353, 4.884], [5.248, -2.800, 1.587], [-2.380, -2.417, -0.586], [-2.385, -1.500, -1.524], [-3.312, -0.499, -1.481], [-3.376, 0.416, -2.489], [-2.456, 0.345, -3.557], [-1.567, -0.704, -3.620], [-1.525, -1.675, -2.601], [-4.000, -0.539, -0.640], [-4.145, 1.171, -2.478], [-2.488, 1.076, -4.346], [-0.930, -0.834, -4.485], [-1.281, -2.718, -2.861], [1.107, 3.996, 0.665], [-0.190, 3.707, -0.797], [0.176, 4.815, -2.395], [-2.020, 3.672, -0.049], [-0.067, 1.736, -1.430], [0.349, 0.634, 0.094], [2.273, 0.781, -0.098], [0.788, 4.878, 1.213], [2.105, 4.191, 0.287], [1.133, 3.161, 1.363], [0.052, 5.864, -2.144], [-0.494, 4.584, -3.218], [1.202, 4.668, -2.722], [-2.208, 4.552, 0.554], [-2.115, 2.800, 0.596], [-2.777, 3.624, -0.825], [0.673, 1.544, -2.205], [-1.048, 1.441, -1.800], [2.505, 1.842, -0.171], [2.581, 0.250, -1.001], [2.744, 0.360, 0.788]],
  "e_lumo_ev": [-7.628, -8.547],
  "charge": 2,
  "spin_multiplicity": 4,
  "gap_ha": [0.2076, 0.1821],
  "s2": 3.80,
  "e_above_lowest_kcal_mol": 19.18
}